(1)
Computed, not measured: C5H8N2 in the gas phase in a non-equilibrium geometry, with ωB97M-V/def2-TZVPD.

Values from the calculation:
- total charge = 0
- F_max (hartree/bohr) = 0.058
- Kohn-Sham gap (alpha / beta) (eV) = 9.0 / 9.0
- lowest unoccupied orbital energy (alpha / beta) (eV) = 0.698 / 0.698

CARTESIAN COORDINATES (ANGSTROEM)
N (2.6798, -0.2125, 0.0689)
C (0.3795, 0.3725, 0.5922)
C (1.7123, 0.7507, 0.2620)
N (1.5680, 1.9962, 0.4483)
C (-0.6593, 0.1817, -0.4117)
C (-2.0948, 0.2870, 0.0190)
C (-1.5500, -1.0515, -0.3475)
H (3.5874, -0.0165, 0.3848)
H (2.7027, -0.8093, -0.7478)
H (0.1962, -0.0250, 1.5993)
H (-0.4036, 0.5443, -1.4031)
H (-2.2737, 0.4929, 1.0732)
H (-2.7668, 0.7933, -0.6606)
H (-1.8503, -1.4885, -1.2981)
H (-1.3721, -1.7776, 0.4400)

---

(2)
Computed, not measured: C5H8N2 in the gas phase in a non-equilibrium geometry, with ωB97M-V/def2-TZVPD.

Values from the calculation:
- total charge = 0
- F_max (hartree/bohr) = 0.077
- SMILES string = NC[C@@H]1C=CN=C1
- Kohn-Sham gap (eV) = 10.1
- lowest unoccupied orbital energy (eV) = 0.870

CARTESIAN COORDINATES (ANGSTROEM)
N (0.4272, 0.5885, 1.9359)
C (0.4607, 0.8615, 0.5065)
C (-0.6821, 0.2755, -0.5257)
C (-0.8625, -1.3621, -0.2767)
C (-0.3481, -1.9460, -1.3830)
N (0.5006, -1.0099, -2.1296)
C (0.2416, 0.1331, -1.6443)
H (0.6583, -0.4059, 2.2300)
H (-0.5455, 0.5870, 2.0638)
H (1.3298, 0.4662, 0.1087)
H (0.3929, 1.8762, 0.4767)
H (-1.6542, 0.8835, -0.5168)
H (-1.3617, -1.6825, 0.6783)
H (-0.4813, -3.0399, -1.7380)
H (0.8252, 0.9092, -1.9167)

---

(3)
Computed, not measured: C5H8N2 in the gas phase, with ωB97M-V/def2-TZVPD.

Values from the calculation:
- total charge = 0
- F_max (hartree/bohr) = 0.005
- SMILES string = Cn1ccc(N)c1
- Kohn-Sham gap (eV) = 8.5
- lowest unoccupied orbital energy (eV) = 1.045

CARTESIAN COORDINATES (ANGSTROEM)
C (-0.1669, -0.2470, -2.3006)
N (-0.1591, 0.1038, -0.8965)
C (-0.4609, 1.2916, -0.2912)
C (-0.2852, 1.1473, 1.0682)
C (0.1217, -0.1958, 1.3017)
N (0.3413, -0.8210, 2.5462)
C (0.1922, -0.8069, 0.0754)
H (0.2671, 0.5469, -2.9139)
H (0.4561, -1.1378, -2.4210)
H (-1.1707, -0.4842, -2.6703)
H (-0.8091, 2.1551, -0.8432)
H (-0.4201, 1.9212, 1.8148)
H (0.5846, -0.1591, 3.2707)
H (1.0680, -1.5237, 2.4865)
H (0.4553, -1.8204, -0.1928)

---

(4)
Computed, not measured: a molecular structure, C5H8N2 in a non-equilibrium geometry, with ωB97M-V/def2-TZVPD.

Values from the calculation:
- total charge = 0
- F_max (hartree/bohr) = 0.051
- Kohn-Sham gap (eV) = 8.8
- lowest unoccupied orbital energy (eV) = 1.113

CARTESIAN COORDINATES (ANGSTROEM)
C (-2.7298, 0.1559, -0.0341)
C (-1.1709, 0.1546, -0.0377)
C (-0.5526, 1.3029, -0.3014)
N (0.7906, 0.9469, -0.2989)
C (0.5293, -0.3605, 0.1136)
N (2.7166, -0.8529, 0.1445)
C (1.3978, -1.3409, 0.3983)
H (-3.2258, -0.4407, -0.8134)
H (-3.1996, -0.1164, 0.9184)
H (-3.0710, 1.1993, -0.2276)
H (-0.8844, 2.3092, -0.4874)
H (1.5978, 1.5390, -0.2545)
H (3.3447, -0.6078, 0.8885)
H (3.1355, -1.0564, -0.7480)
H (1.1406, -2.4007, 0.5828)

---

(5)
Computed, not measured: 2 unconnected molecules or ions with the total composition C5H8N2 in a non-equilibrium geometry, with ωB97M-V/def2-TZVPD.

Values from the calculation:
- total charge = 0
- F_max (hartree/bohr) = 0.099
- SMILES string = C#CC(C)C.N#N
- Kohn-Sham gap (eV) = 11.1
- lowest unoccupied orbital energy (eV) = 1.155

CARTESIAN COORDINATES (ANGSTROEM)
C (-1.4743, 1.8231, 0.2315)
C (-0.5147, 1.1464, 0.1861)
C (0.7010, 0.4309, -0.0892)
C (1.3690, 0.0112, 1.1735)
C (0.4951, -0.9235, -0.8151)
H (-2.4565, 2.3509, 0.3821)
H (1.3811, 1.1072, -0.6407)
H (0.7113, -0.8105, 1.6125)
H (1.4236, 0.7629, 1.9218)
H (2.3637, -0.3559, 0.9948)
H (0.0408, -1.5965, -0.1097)
H (1.4307, -1.4471, -0.8214)
H (-0.0229, -0.8587, -1.8163)
N (-3.1927, -1.0586, -0.9373)
N (-2.2550, -0.5818, -1.2725)

---

(6)
Computed, not measured: C5H8N2 in the gas phase, with ωB97M-V/def2-TZVPD.

Values from the calculation:
- total charge = 0
- F_max (hartree/bohr) = 0.013
- SMILES string = Cc1cnn(C)c1
- Kohn-Sham gap (eV) = 9.7
- lowest unoccupied orbital energy (eV) = 0.988

CARTESIAN COORDINATES (ANGSTROEM)
C (2.4243, -0.2939, 0.2269)
C (1.0571, 0.0664, -0.3141)
C (0.5507, 1.2810, 0.1767)
N (-0.7602, 1.2982, 0.2881)
N (-1.1442, 0.1221, -0.2225)
C (-2.5285, -0.2643, -0.0645)
C (-0.0973, -0.6356, -0.6475)
H (3.2969, 0.0717, -0.3205)
H (2.5230, -1.3606, 0.4269)
H (2.4601, 0.1949, 1.2113)
H (1.1727, 2.1149, 0.4712)
H (-3.1381, 0.1065, -0.8899)
H (-2.8793, 0.1778, 0.8713)
H (-2.6132, -1.3517, 0.0101)
H (-0.3238, -1.5275, -1.2235)

---

(7)
Computed, not measured: C5H8N2 in the gas phase in a non-equilibrium geometry, with ωB97M-V/def2-TZVPD.

Values from the calculation:
- total charge = 0
- F_max (hartree/bohr) = 0.101
- SMILES string = C1[C@@H]2N[C@@H]2[C@@H]2N[C@H]12
- Kohn-Sham gap (eV) = 9.8
- lowest unoccupied orbital energy (eV) = 0.894

CARTESIAN COORDINATES (ANGSTROEM)
C (1.0126, -0.9703, 0.5817)
C (-0.5109, -1.2616, 0.3110)
N (-1.1607, -0.7267, -0.8943)
C (-1.2314, 0.0064, 0.2878)
C (-0.1975, 1.1679, 0.1137)
N (0.6398, 1.0965, -1.0554)
C (1.1480, 0.6285, 0.4545)
H (1.0569, -1.0088, 1.8501)
H (1.9859, -1.4668, 0.1282)
H (-0.8192, -2.0920, 0.8347)
H (-0.5454, -0.2610, -1.5291)
H (-2.1983, -0.0114, 1.0501)
H (-0.4257, 2.0164, 0.6704)
H (1.1277, 1.9871, -0.7660)
H (2.1395, 0.8231, 0.9174)

---

(8)
Computed, not measured: C5H8N2 in the gas phase, with ωB97M-V/def2-TZVPD.

Values from the calculation:
- total charge = 0
- F_max (hartree/bohr) = 0.017
- SMILES string = C[C@H]1CN1CC#N
- Kohn-Sham gap (eV) = 10.0
- lowest unoccupied orbital energy (eV) = 0.832

CARTESIAN COORDINATES (ANGSTROEM)
C (-1.5925, -0.9996, -0.0043)
C (-0.9453, 0.2923, -0.3999)
C (-0.5413, 1.4624, 0.4748)
N (0.3554, 0.4394, 0.1057)
C (1.6674, 0.1830, -0.3697)
C (2.1574, -0.9566, 0.4345)
N (2.3756, -1.8504, 1.1301)
H (-1.5315, -1.1190, 1.0782)
H (-0.9154, -1.7230, -0.4609)
H (-2.6130, -1.1778, -0.3565)
H (-1.0959, 0.6081, -1.4346)
H (-0.6072, 2.4042, -0.0753)
H (-0.7702, 1.5106, 1.5389)
H (1.7188, -0.1040, -1.4260)
H (2.3377, 1.0304, -0.2350)

---

(9)
Computed, not measured: 2 unconnected molecules or ions with the total composition C5H8N2, with ωB97M-V/def2-TZVPD.

Values from the calculation:
- total charge = 0
- F_max (hartree/bohr) = 0.013
- SMILES string = CC1=NC1.C=C=N
- Kohn-Sham gap (eV) = 10.2
- lowest unoccupied orbital energy (eV) = 0.989

CARTESIAN COORDINATES (ANGSTROEM)
C (-1.4730, -1.0978, 0.6864)
C (-1.0881, 0.3229, 0.5657)
N (-0.3335, 1.1860, 1.0764)
C (-1.2094, 1.6093, -0.0890)
H (-2.5377, -1.1718, 0.9307)
H (-0.8836, -1.5882, 1.4654)
H (-1.3000, -1.6043, -0.2683)
H (-0.7054, 1.8035, -1.0375)
H (-2.0385, 2.2789, 0.1403)
C (2.4614, -0.0342, 0.1951)
C (1.7222, -0.5213, -0.7682)
N (0.9880, -1.0427, -1.6102)
H (3.5240, -0.2409, 0.2336)
H (1.9901, 0.5952, 0.9440)
H (0.8835, -0.4944, -2.4641)

---

(10)
Computed, not measured: 3 unconnected molecules or ions with the total composition C5H8N2, with ωB97M-V/def2-TZVPD.

Values from the calculation:
- total charge = 0
- F_max (hartree/bohr) = 0.006
- Kohn-Sham gap (alpha / beta) (eV) = 7.1 / 7.1
- lowest unoccupied orbital energy (alpha / beta) (eV) = -0.499 / -0.500

CARTESIAN COORDINATES (ANGSTROEM)
C (-0.9669, -1.7642, 0.8791)
N (-0.5787, -0.6030, 0.3768)
C (-1.4163, 0.3902, -0.1990)
C (-0.6289, 1.4447, -0.4732)
C (0.7540, 1.0290, -0.1868)
N (1.8450, 1.8297, -0.4753)
C (0.7696, -0.2442, 0.3178)
H (0.6624, -2.5523, 0.0778)
H (-0.4315, -2.1876, 1.7171)
H (-1.9796, -2.1002, 0.6713)
H (-2.4923, 0.2703, -0.2119)
H (-0.9397, 2.3766, -0.9333)
H (1.7156, 2.4764, -1.2410)
H (2.7158, 1.3192, -0.5426)
H (1.1200, -1.7842, 0.1189)

---

(11)
Computed, not measured: C5H8N2 in the gas phase in a non-equilibrium geometry, with ωB97M-V/def2-TZVPD.

Values from the calculation:
- total charge = 0
- F_max (hartree/bohr) = 0.094
- SMILES string = CCn1ccnc1
- Kohn-Sham gap (eV) = 9.9
- lowest unoccupied orbital energy (eV) = 0.934

CARTESIAN COORDINATES (ANGSTROEM)
C (-1.2542, 0.0142, 2.2011)
C (-1.0308, -0.8968, 0.9325)
N (-0.1256, -0.2782, -0.0301)
C (1.1468, 0.1994, 0.2663)
C (1.5777, 0.6942, -0.9090)
N (0.6185, 0.5027, -1.9052)
C (-0.4283, -0.0484, -1.3478)
H (-0.2481, 0.1392, 2.6297)
H (-1.4785, 0.9647, 1.7769)
H (-2.0021, -0.4777, 2.7008)
H (-0.6337, -1.8868, 1.0166)
H (-2.1128, -0.8967, 0.4877)
H (1.6482, 0.2028, 1.2484)
H (2.6950, 0.9984, -1.0842)
H (-1.3859, -0.3916, -2.0878)

---

(12)
Computed, not measured: C5H8N2 in the gas phase in a non-equilibrium geometry, with ωB97M-V/def2-TZVPD.

Values from the calculation:
- total charge = 0
- F_max (hartree/bohr) = 0.058
- SMILES string = C/N=C/[C@@H](C)C#N
- Kohn-Sham gap (eV) = 10.8
- lowest unoccupied orbital energy (eV) = 0.761

CARTESIAN COORDINATES (ANGSTROEM)
C (0.4314, 2.2713, -1.3543)
N (0.7181, 0.9887, -0.7511)
C (-0.1495, 0.4167, -0.0363)
C (0.1089, -0.9866, 0.5694)
C (-1.1131, -1.5789, 1.2698)
C (1.0960, -1.6399, -0.2639)
N (2.1388, -1.7582, -0.7551)
H (0.5920, 2.1991, -2.4360)
H (1.1553, 3.0023, -0.9764)
H (-0.5865, 2.6471, -1.1642)
H (-1.1564, 0.8574, 0.1180)
H (0.9876, -1.2627, 1.3053)
H (-0.9175, -2.6192, 1.5252)
H (-2.0690, -1.5170, 0.7398)
H (-1.2361, -1.0199, 2.2098)

---

(13)
Computed, not measured: C5H8N2 in the gas phase in a non-equilibrium geometry, with ωB97M-V/def2-TZVPD.

Values from the calculation:
- total charge = 0
- F_max (hartree/bohr) = 0.136
- SMILES string = CNc1ccc[nH]1
- Kohn-Sham gap (eV) = 9.3
- lowest unoccupied orbital energy (eV) = 1.139

CARTESIAN COORDINATES (ANGSTROEM)
C (-2.3113, -0.1935, 0.3229)
N (-1.3543, 0.7725, -0.2858)
C (0.1145, 0.2688, -0.1091)
C (0.5847, -0.9530, -0.0604)
C (2.0196, -0.8348, -0.0345)
C (2.3093, 0.4716, 0.0900)
N (1.1163, 1.1914, -0.0446)
H (-1.9677, -0.5553, 1.2643)
H (-3.2726, 0.2211, 0.2893)
H (-2.4764, -1.2167, -0.1830)
H (-1.6193, 1.0265, -1.1552)
H (0.0312, -1.8333, -0.2527)
H (2.8013, -1.6377, 0.0100)
H (3.1623, 1.0892, -0.0396)
H (0.8626, 2.1833, 0.1885)

---

(14)
Computed, not measured: C5H8N2 in the gas phase, with ωB97M-V/def2-TZVPD.

Values from the calculation:
- total charge = 0
- F_max (hartree/bohr) = 0.010
- Kohn-Sham gap (eV) = 7.0
- lowest unoccupied orbital energy (eV) = -0.014

CARTESIAN COORDINATES (ANGSTROEM)
C (0.2842, -1.2605, 1.4705)
N (-0.1891, -0.2616, 0.5545)
C (-0.9463, 0.7524, 0.7527)
C (-0.9629, 1.6456, -0.3948)
C (-0.1162, 1.1465, -1.3078)
C (0.5024, -0.1848, -0.9287)
N (1.8242, -0.4119, -0.9061)
H (-0.1645, -2.2293, 1.2313)
H (1.3695, -1.3236, 1.2910)
H (0.0476, -0.9832, 2.5015)
H (-1.4979, 0.8967, 1.6792)
H (-1.5782, 2.5334, -0.4631)
H (0.0943, 1.5423, -2.2946)
H (-0.1923, -0.8973, -1.4508)
H (2.0397, -1.1437, -1.5716)

---

(15)
Computed, not measured: C5H8N2 in the gas phase in a non-equilibrium geometry, with ωB97M-V/def2-TZVPD.

Values from the calculation:
- total charge = 0
- F_max (hartree/bohr) = 0.036
- SMILES string = Cc1cc(N)c[nH]1
- Kohn-Sham gap (eV) = 8.6
- lowest unoccupied orbital energy (eV) = 1.089

CARTESIAN COORDINATES (ANGSTROEM)
C (2.3122, -0.5026, 0.0750)
C (0.8414, -0.1765, 0.3092)
C (-0.2756, -0.8473, -0.1015)
C (-1.3574, 0.0929, -0.1196)
N (-2.6429, -0.1924, -0.6103)
C (-0.8609, 1.3030, 0.3065)
N (0.5000, 1.1084, 0.6263)
H (2.7361, -1.1048, 0.8796)
H (2.3721, -1.0543, -0.8658)
H (3.0015, 0.3554, -0.0500)
H (-0.3052, -1.8860, -0.3940)
H (-3.4062, 0.2715, -0.1386)
H (-2.8295, -1.1815, -0.7019)
H (-1.4064, 2.2226, 0.4972)
H (1.3209, 1.5916, 0.2880)

---

(16)
Computed, not measured: C5H8N2 in the gas phase, with ωB97M-V/def2-TZVPD.

Values from the calculation:
- total charge = 0
- F_max (hartree/bohr) = 0.005
- SMILES string = Cc1ccn(C)n1
- Kohn-Sham gap (eV) = 10.0
- lowest unoccupied orbital energy (eV) = 1.053

CARTESIAN COORDINATES (ANGSTROEM)
C (-0.4088, 2.4767, 0.2775)
C (-0.0009, 1.0500, 0.0733)
C (1.3143, 0.5544, -0.0488)
C (1.1650, -0.7971, -0.2449)
N (-0.1649, -1.0464, -0.2167)
C (-0.7885, -2.3497, -0.1283)
N (-0.8906, 0.0672, -0.0196)
H (0.4802, 3.0978, 0.4247)
H (-1.0501, 2.5770, 1.1576)
H (-0.9569, 2.8690, -0.5860)
H (2.2341, 1.1171, -0.0005)
H (1.8907, -1.5824, -0.4189)
H (-1.0873, -2.7301, -1.1098)
H (-1.6684, -2.2692, 0.5129)
H (-0.0677, -3.0342, 0.3276)

---

Calculated energy above the lowest of the compared OMol25 structures with the same formula, charge and spin in order - 3.879; 3.208; 0.505; 4.238; 1.792; 1.295; 5.422; 2.509; 3.346; 5.686; 1.676; 2.572; 1.633; 3.259; 0.804; 0.518 eV